A structure of composition C7H18N2O3PtS in a non-equilibrium geometry. Source: the OMol25 dataset; level of theory: ωB97M-V/def2-TZVPD.

Its charge is +4. The value obtained for the LUMO energy (spin up / spin down) is -0.5370 / -0.6925 hartree. Its HOMO-LUMO gap (spin up / spin down) is 10.27 / 5.81 eV. Its spin multiplicity is 5. Its expectation value of S² is 6.01.

Each line ends with the Mulliken spin population.
Atoms and positions in Å:
1 Pt 7.447 9.134 5.411  1.619
2 C 12.338 7.037 4.084  0.108
3 O 11.622 8.185 4.406  0.637
4 C 10.429 7.948 5.240  0.011
5 C 9.380 7.116 4.540  0.026
6 O 8.185 7.221 5.266  0.199
7 C 7.067 5.957 5.346  0.016
8 C 5.814 6.357 4.665  -0.009
9 O 5.599 7.846 4.975  0.128
10 C 4.394 8.535 5.572  0.004
11 H 11.623 6.316 3.731  0.107
12 H 12.471 6.446 5.034  0.106
13 H 13.143 7.207 3.351  0.003
14 H 10.143 9.018 5.221  0.009
15 H 10.814 7.685 6.258  0.008
16 H 9.774 6.105 4.531  0.009
17 H 9.207 7.526 3.532  -0.009
18 H 7.094 5.957 6.429  -0.002
19 H 7.587 5.185 4.807  0.001
20 H 4.996 5.744 5.009  0.007
21 H 5.840 6.351 3.557  0.002
22 H 4.636 8.678 6.593  -0.002
23 H 3.633 7.772 5.430  0.005
24 H 4.164 9.367 4.903  0.004
25 N 7.702 13.361 6.386  0.057
26 C 7.250 12.158 6.256  -0.038
27 N 6.107 11.859 5.611  0.067
28 S 8.333 10.751 6.727  0.931
29 H 7.123 14.130 6.076  -0.002
30 H 8.576 13.601 6.860  -0.001
31 H 5.606 12.620 5.102  -0.006
32 H 5.549 11.005 5.814  0.006



A cluster of 2 separate species, C2H3P in total in a non-equilibrium geometry. Source: the OMol25 dataset; level of theory: ωB97M-V/def2-TZVPD.

Its charge is 0. The value obtained for the LUMO energy is 0.0063 hartree. Its HOMO-LUMO gap is 9.28 eV.

Each line ends with the natural charge from an NBO analysis.
Atoms and positions in Å:
1 C -0.190 0.756 -0.038  -0.597
2 C 0.093 -0.663 0.223  -0.619
3 P 0.018 0.195 -1.550  0.563
4 H -0.187 2.206 0.456  0.229
5 H 1.061 -1.174 0.575  0.219
6 H -0.796 -1.320 0.336  0.205



An isolated molecule of C3HFN2 in a non-equilibrium geometry. Source: the OMol25 dataset; level of theory: ωB97M-V/def2-TZVPD.

Its charge is 0. The value obtained for the LUMO energy (spin up / spin down) is 0.0046 / -0.2159 hartree. Its HOMO-LUMO gap (spin up / spin down) is 7.47 / 6.56 eV. Its spin multiplicity is 3. Its expectation value of S² is 2.01.

Each line ends with the natural charge from an NBO analysis.
Atoms and positions in Å:
1 C 0.275 1.705 -0.020  0.311
2 C 1.919 -0.302 -0.245  0.124
3 C 0.185 0.322 -0.433  0.122
4 N 0.581 2.791 0.159  -0.126
5 N 2.966 -0.736 -0.174  -0.351
6 F -0.050 0.219 -1.756  -0.299
7 H -0.396 -0.286 0.096  0.220



A cluster of 2 separate species, C2H3Cl2NOS in total in a non-equilibrium geometry. Source: the OMol25 dataset; level of theory: ωB97M-V/def2-TZVPD.

Its charge is 0. The value obtained for the LUMO energy (spin up / spin down) is -0.0856 / -0.0854 hartree. Its HOMO-LUMO gap (spin up / spin down) is 6.40 / 6.41 eV.

Each line ends with the natural charge from an NBO analysis.
Atoms and positions in Å:
1 C -2.239 0.280 0.737  0.668
2 C 0.115 -0.292 0.864  0.076
3 N -0.989 0.326 0.287  -0.615
4 O -2.698 -0.120 1.772  -0.478
5 S 1.654 -0.271 0.141  0.242
6 Cl -3.335 0.720 -0.595  -0.050
7 Cl -0.608 -2.780 -0.424  -0.727
8 H 0.127 -0.716 1.800  0.256
9 H -0.954 0.943 -0.518  0.445
10 H 1.391 -0.054 -1.243  0.184



An isolated molecule of C3H8FNO in a non-equilibrium geometry. Source: the OMol25 dataset; level of theory: ωB97M-V/def2-TZVPD.

Its charge is 0. The SMILES is NC[C@@H](O)CF. The value obtained for the LUMO energy is 0.0337 hartree. Its HOMO-LUMO gap is 10.22 eV.

Each line ends with the natural charge from an NBO analysis.
Atoms and positions in Å:
1 C -0.838 -0.137 0.922  -0.226
2 C -0.012 -0.686 -0.255  0.037
3 C 1.323 -0.103 -0.262  0.025
4 H -0.130 1.832 0.814  0.348
5 H -1.499 1.498 -0.015  0.364
6 H -0.452 -0.396 1.915  0.191
7 H -1.813 -0.553 0.854  0.204
8 H 0.109 -1.756 -0.044  0.163
9 H -0.131 -0.410 -2.163  0.480
10 H 1.294 0.892 -0.708  0.166
11 H 1.805 -0.151 0.662  0.177
12 N -0.990 1.272 0.859  -0.834
13 O -0.731 -0.443 -1.400  -0.710
14 F 2.068 -0.859 -1.180  -0.384



An isolated molecule of C21H30N4O4S. Source: the OMol25 dataset; level of theory: ωB97M-V/def2-TZVPD.

Its charge is 0. The SMILES is COCCCNC(=S)N(CCN(C)C)Cc1cc2cc3c(cc2[nH]c1=O)OCCO3. The value obtained for the LUMO energy is 0.0226 hartree. Its HOMO-LUMO gap is 7.62 eV.

Each line ends with the natural charge from an NBO analysis.
Atoms and positions in Å:
1 C -4.994 -5.034 0.282  -0.243
2 O -4.707 -3.675 0.468  -0.542
3 C -4.499 -2.982 -0.741  -0.052
4 C -4.101 -1.546 -0.421  -0.424
5 H -4.125 -0.956 -1.339  0.199
6 H -4.826 -1.135 0.282  0.211
7 C -2.710 -1.480 0.198  -0.213
8 N -2.416 -0.124 0.598  -0.648
9 C -1.230 0.197 1.138  0.339
10 N -1.024 1.497 1.457  -0.436
11 C 0.298 1.947 1.842  -0.224
12 C 1.415 1.352 1.025  -0.069
13 C 2.618 1.071 1.587  -0.127
14 C 3.695 0.525 0.835  -0.121
15 C 4.926 0.177 1.399  -0.187
16 C 5.925 -0.383 0.630  0.181
17 C 5.717 -0.588 -0.747  0.313
18 C 4.498 -0.264 -1.316  -0.296
19 C 3.486 0.285 -0.537  0.191
20 N 2.281 0.639 -1.082  -0.553
21 C 1.227 1.212 -0.415  0.647
22 O 0.246 1.578 -1.051  -0.676
23 H 2.140 0.488 -2.074  0.412
24 H 4.357 -0.443 -2.370  0.221
25 O 6.693 -1.098 -1.561  -0.494
26 C 7.976 -1.106 -0.973  -0.097
27 C 7.892 -1.609 0.467  -0.097
28 H 8.877 -1.637 0.935  0.202
29 O 7.106 -0.731 1.240  -0.483
30 H 7.451 -2.615 0.474  0.180
31 H 8.593 -1.761 -1.590  0.202
32 H 8.395 -0.091 -0.978  0.180
33 H 5.106 0.331 2.450  0.226
34 H 2.761 1.210 2.649  0.211
35 H 0.319 3.035 1.716  0.212
36 H 0.482 1.714 2.900  0.212
37 C -2.093 2.472 1.413  -0.223
38 H -1.821 3.290 2.084  0.207
39 H -3.004 2.007 1.802  0.210
40 C -2.346 3.027 0.000  -0.244
41 N -3.284 2.185 -0.737  -0.469
42 C -4.660 2.593 -0.538  -0.409
43 H -5.322 1.865 -1.007  0.202
44 H -4.882 2.625 0.527  0.200
45 H -4.870 3.584 -0.969  0.171
46 C -2.947 2.085 -2.145  -0.417
47 H -3.037 3.046 -2.670  0.169
48 H -3.617 1.369 -2.622  0.193
49 H -1.923 1.726 -2.231  0.236
50 H -1.391 3.021 -0.527  0.249
51 H -2.708 4.063 0.062  0.174
52 S -0.079 -0.960 1.471  -0.303
53 H -2.900 0.621 0.083  0.434
54 H -2.665 -2.128 1.078  0.223
55 H -1.957 -1.840 -0.517  0.195
56 H -3.707 -3.473 -1.327  0.162
57 H -5.424 -2.996 -1.342  0.163
58 H -5.910 -5.173 -0.308  0.161
59 H -5.133 -5.463 1.272  0.194
60 H -4.170 -5.550 -0.227  0.164